Entry from the OMol25 dataset: a molecular structure, C42H84O21S3 at a distorted geometry (ωB97M-V with the def2-TZVPD basis set).

Last column: Mulliken charge in e.
CARTESIAN COORDINATES (ANGSTROEM)
S  -3.390  2.212  -0.797  1.129
S  0.086  0.187  -3.581  0.986
S  -3.586  -2.934  -1.728  1.000
O  -2.138  -3.056  -0.964  -0.503
O  0.762  -0.827  -4.379  -0.666
O  -1.579  0.049  -3.717  -0.190
O  1.399  -4.375  -1.673  -0.525
O  -3.129  -1.605  -2.420  -0.688
O  0.021  1.571  -4.481  -0.657
O  -1.598  -0.907  -0.259  -0.130
O  -3.144  3.571  0.176  -0.480
O  -5.130  -2.371  2.731  -0.517
O  -3.879  -3.889  -2.726  -0.744
O  0.471  4.447  -0.163  -0.516
O  -3.854  1.313  0.504  -0.183
O  2.419  -1.106  -1.125  0.006
O  -4.576  2.426  -1.637  -0.746
O  -2.152  1.808  -1.415  -0.100
O  0.464  0.379  -2.219  0.980
O  0.686  -4.637  2.263  -0.562
O  3.783  1.564  1.555  -0.576
O  2.313  -1.567  3.059  -0.728
O  -4.675  -2.730  -0.770  -0.521
O  -0.607  3.073  2.810  -0.601
C  -3.719  -1.535  1.099  0.648
C  2.367  2.050  -0.047  -1.098
C  -0.646  3.634  -0.264  -0.207
C  0.895  -3.340  -3.657  -1.085
C  1.766  2.871  3.219  0.158
C  -0.143  -0.907  -0.617  -1.469
C  0.011  0.580  -0.575  3.073
C  1.523  -2.335  -2.609  0.825
C  3.637  -1.736  -1.481  -1.216
C  -4.834  -1.160  2.057  -0.220
C  -1.670  -1.317  -2.374  -0.003
C  0.643  -4.624  -2.890  -0.429
C  2.073  -1.911  4.426  -0.588
C  -4.005  -3.180  2.815  -0.692
C  -0.056  4.188  2.192  -0.270
C  1.311  4.237  2.843  -1.623
C  -3.302  -2.926  1.564  0.756
C  0.701  -3.202  0.480  0.639
C  -0.475  0.974  0.723  1.321
C  -0.783  3.402  -1.771  0.330
C  -0.660  -4.641  1.713  -0.959
C  3.485  3.097  -0.003  -0.516
C  1.495  -3.782  1.529  -0.145
C  4.095  2.890  1.324  -1.067
C  -4.322  2.070  1.553  -0.662
C  0.876  -1.108  4.822  -1.118
C  0.446  2.165  2.967  0.589
C  4.598  -0.559  -1.736  -0.940
C  -2.160  1.388  -3.807  0.057
C  2.859  0.877  0.685  0.776
C  1.625  -0.375  2.690  0.540
C  0.480  4.057  -2.455  -0.834
C  -3.664  3.490  1.492  -0.153
C  2.341  -3.265  -1.791  -0.388
C  0.343  -0.576  3.506  0.771
C  -1.098  -2.616  -1.732  0.074
C  -0.753  -3.340  0.957  0.806
C  -1.618  -0.048  0.834  -0.994
C  2.216  0.092  -2.008  1.225
C  1.293  4.293  -1.290  0.103
C  -1.093  2.327  -4.345  -0.130
C  3.685  0.467  -2.384  -0.850
H  -1.392  4.258  0.228  0.223
H  0.959  -3.595  -0.504  -0.075
H  4.174  2.788  -0.789  0.448
H  0.038  4.158  1.106  -0.263
H  2.168  0.538  2.933  0.300
H  1.140  -0.199  5.361  0.350
H  2.176  0.350  1.352  -1.126
H  -0.904  -3.284  -2.571  0.167
H  1.426  2.199  0.483  0.714
H  -0.678  5.056  2.409  0.737
H  -0.036  -2.886  -3.997  0.195
H  -5.408  2.128  1.477  0.439
H  1.907  3.450  -0.973  -0.869
H  -0.902  1.976  0.680  0.263
H  2.029  1.950  -1.079  0.829
H  -3.433  -2.998  3.724  0.293
H  -1.670  3.875  -2.193  1.495
H  -3.102  1.483  -4.347  0.698
H  1.816  -2.965  4.530  0.366
H  -4.002  -1.586  0.048  0.737
H  0.224  0.823  1.545  -0.230
H  3.302  -3.609  -2.174  0.685
H  1.278  4.875  3.726  0.306
H  2.196  2.756  4.214  0.666
H  -0.223  -2.647  -1.083  -1.100
H  1.952  -2.972  2.097  0.084
H  5.462  -0.788  -2.360  0.615
H  -0.353  2.744  0.294  -0.507
H  -1.258  2.736  -5.342  0.469
H  -4.151  1.607  2.525  0.460
H  0.170  -1.595  5.495  0.385
H  0.196  1.333  3.624  0.303
H  -0.720  2.329  -1.953  -1.850
H  -0.103  -1.456  -1.558  -0.991
H  -0.377  -4.972  -2.725  0.264
H  0.359  -1.549  0.108  0.881
H  2.176  -1.625  -3.116  0.678
H  1.417  -0.519  1.630  0.328
H  2.401  -2.773  -0.820  -0.188
H  1.154  -5.460  -3.367  0.469
H  1.731  0.798  -1.335  -0.848
H  0.430  1.514  2.093  -0.986
H  3.774  1.521  -2.119  -0.077
H  1.962  4.834  2.205  0.600
H  -1.352  -4.513  2.546  0.364
H  -1.428  -0.437  1.834  -0.946
H  2.421  2.592  2.394  -0.966
H  -2.846  -0.884  1.154  -1.115
H  3.914  -2.481  -0.735  0.388
H  -4.394  4.271  1.703  0.563
H  -0.331  0.280  3.537  0.728
H  1.568  -0.090  -2.865  -1.407
H  0.782  -1.793  -2.021  0.919
H  0.890  -2.130  0.539  -0.578
H  -1.080  -2.586  1.672  -0.243
H  -1.572  -3.472  0.249  0.886
H  -1.389  -0.424  -1.817  0.202
H  -3.358  -3.788  0.900  0.335
H  -1.419  -1.037  -3.397  1.782
H  -5.764  -0.738  1.678  0.220
H  4.954  -0.158  -0.787  0.179
H  1.552  -3.613  -4.483  0.445
H  3.711  3.477  2.158  0.177
H  -2.284  1.595  -2.745  -0.159
H  -4.490  -4.152  2.899  0.295
H  -4.448  -0.350  2.675  0.054
H  2.950  -1.760  5.054  0.454
H  -0.355  -1.290  3.068  -0.326
H  -0.870  -5.500  1.075  0.345
H  2.408  -4.221  1.127  0.269
H  5.175  3.031  1.376  0.519
H  1.884  5.188  -1.484  0.699
H  0.215  4.932  -3.049  0.193
H  -0.878  3.048  -3.557  -0.407
H  -2.859  3.605  2.218  -0.121
H  3.587  -2.270  -2.430  0.378
H  3.837  0.468  -3.463  0.635
H  0.964  3.501  -3.258  0.641
H  1.025  0.926  -0.776  -0.128
H  -2.612  0.386  0.722  0.310
H  -0.626  1.044  -1.329  -0.100
H  -2.235  -2.944  1.787  -1.606
H  3.441  0.300  -0.033  -0.241
H  3.277  4.120  -0.316  0.524

For the LUMO energy, the calculation gives 0.05 eV. The HOMO energy comes out at -0.296 Ha. The multiplicity is 1. The calculation puts the gap between HOMO and LUMO at 8.10 eV. The value obtained for the relative energy (zero: lowest compared OMol25 entry of this formula, charge and spin) is 5053.9 kJ/mol.



Entry from the OMol25 dataset: a molecular structure, C20H20N4O3PdSTe at a distorted geometry (ωB97M-V with the def2-TZVPD basis set).

Last column: Mulliken charge in e.
CARTESIAN COORDINATES (ANGSTROEM)
Te  0.025  -2.461  -1.223  0.411
Pd  -0.692  -0.389  0.159  0.395
S  -0.056  -5.500  -2.159  -0.150
O  0.981  0.351  -1.127  -0.875
O  -0.475  5.146  1.932  -0.530
O  0.696  1.408  1.374  -0.664
N  -2.494  -0.966  0.741  -0.159
N  3.104  -0.409  -1.359  0.349
N  -1.081  2.660  0.636  -1.174
N  -1.681  1.463  0.554  0.417
C  1.528  6.070  1.002  -0.837
C  1.083  3.701  0.868  0.237
C  -1.659  -5.117  -0.242  0.013
C  3.167  4.620  0.016  -0.819
C  -0.959  -6.845  -1.619  -0.477
C  -3.427  0.005  0.850  0.847
C  -2.849  -2.235  0.960  -0.235
C  -0.758  -4.428  -1.014  -0.087
C  0.697  4.982  1.256  1.110
C  2.333  3.544  0.279  -0.231
C  2.079  0.020  -0.636  0.088
C  0.212  2.480  0.982  0.538
C  -4.748  -0.306  1.150  -0.932
C  -4.136  -2.608  1.285  -0.804
C  3.009  -0.542  -2.803  -0.926
C  -5.107  -1.621  1.367  -0.206
C  4.339  -0.824  -0.720  -0.964
C  -1.773  -6.499  -0.591  -0.636
C  -2.942  1.363  0.764  -0.559
C  2.748  5.895  0.370  -0.440
H  -4.365  -3.649  1.460  0.387
H  -0.844  -7.810  -2.088  0.375
H  -3.552  2.224  1.007  0.390
H  4.594  -1.835  -1.038  0.329
H  3.061  -1.595  -3.082  0.339
H  -2.435  -7.193  -0.093  0.353
H  4.210  -0.823  0.360  0.322
H  4.124  4.467  -0.466  0.399
H  2.635  2.545  -0.001  0.371
H  3.832  -0.003  -3.273  0.342
H  -2.241  -4.692  0.556  0.245
H  2.267  0.117  0.435  0.520
H  -2.054  -2.948  0.872  0.587
H  2.062  -0.131  -3.137  0.265
H  -0.593  6.082  2.118  0.311
H  5.158  -0.153  -0.984  0.333
H  -6.130  -1.874  1.612  0.415
H  1.209  7.061  1.307  0.244
H  3.369  6.756  0.159  0.376
H  -5.471  0.494  1.223  0.396

For the LUMO energy (alpha / beta), the calculation gives -0.54 / -0.54 eV. The HOMO energy (alpha / beta) comes out at -0.255 / -0.255 Ha. The multiplicity is 1. The calculation puts the gap between HOMO and LUMO (alpha / beta) at 6.39 / 6.39 eV. The value obtained for the relative energy (zero: lowest compared OMol25 entry of this formula, charge and spin) is 54.0 kJ/mol.



Entry from the OMol25 dataset: a gas-phase ion, C3H5N2O3 (charge +1) at a distorted geometry (ωB97M-V with the def2-TZVPD basis set).

Last column: Mulliken charge in e.
CARTESIAN COORDINATES (ANGSTROEM)
O  2.321  -1.697  -0.245  -0.499
O  0.394  0.806  0.868  -0.237
O  2.654  -0.328  1.457  -0.417
N  2.060  -0.786  0.520  0.937
N  0.012  -0.594  -0.780  -0.051
C  -0.952  1.131  0.531  -0.222
C  0.787  -0.195  0.182  0.443
C  -1.253  0.134  -0.706  -0.538
H  0.065  -1.458  -1.283  0.294
H  -0.869  2.148  0.175  0.299
H  -1.666  0.937  1.479  0.303
H  -2.092  -0.537  -0.544  0.318
H  -1.461  0.440  -1.654  0.371

As for the SMILES: O=[N+]([O-])C1=[NH+]CCO1. For the LUMO energy, the calculation gives -6.43 eV. The HOMO energy comes out at -0.610 Ha. The multiplicity is 1. The calculation puts the gap between HOMO and LUMO at 10.18 eV. The value obtained for the relative energy (zero: lowest compared OMol25 entry of this formula, charge and spin) is 335.4 kJ/mol. As for the total charge: +1.



Entry from the OMol25 dataset: a single C25H32N2O3 molecule (ωB97M-V with the def2-TZVPD basis set).

Last column: Mulliken charge in e.
CARTESIAN COORDINATES (ANGSTROEM)
O  -3.921  -1.412  1.568  -0.613
O  7.387  -1.434  0.098  -0.610
O  -4.627  -1.441  -0.555  -0.296
N  6.262  0.536  -0.148  -0.181
N  0.059  -0.831  0.486  1.032
C  -3.447  1.881  0.141  -0.225
C  -1.942  -2.384  -0.936  -1.720
C  -1.249  3.519  -0.013  -0.902
C  4.971  0.233  0.300  1.057
C  4.611  -1.020  0.784  -0.616
C  -2.312  -1.072  -0.217  3.554
C  -2.356  0.098  -1.225  -1.526
C  2.351  -0.244  1.163  0.024
C  8.571  0.469  -0.766  -1.318
C  -5.953  -1.744  -0.119  -0.269
C  2.726  1.009  0.694  -0.555
C  -1.323  -0.837  0.931  -2.885
C  3.314  -1.245  1.209  -0.409
C  -1.217  2.289  -0.658  1.389
C  -0.464  -2.405  -1.310  -0.800
C  7.362  -0.269  -0.224  0.807
C  -3.466  3.107  0.780  -0.868
C  4.016  1.247  0.266  -0.918
C  0.937  -0.494  1.605  -1.428
C  -2.333  1.452  -0.570  0.636
C  -6.709  -0.497  0.317  -1.167
C  0.403  -2.120  -0.090  -0.714
C  -2.357  3.930  0.706  -0.669
C  0.004  1.888  -1.431  -1.883
C  -3.692  -1.300  0.392  -0.965
H  8.821  1.307  -0.120  0.328
H  9.414  -0.214  -0.808  0.355
H  -0.387  4.169  -0.075  0.374
H  6.379  1.492  -0.454  0.190
H  -7.734  -0.762  0.563  0.438
H  -0.254  -1.658  -2.077  0.330
H  -1.544  0.125  1.399  0.521
H  -2.146  -3.221  -0.262  0.529
H  -4.341  3.417  1.332  0.434
H  -5.897  -2.458  0.709  0.338
H  0.399  0.949  -1.044  0.303
H  5.344  -1.806  0.826  0.528
H  0.771  2.655  -1.353  0.412
H  -2.566  -2.505  -1.822  0.329
H  -0.234  1.759  -2.487  0.409
H  -4.313  1.239  0.197  0.476
H  3.053  -2.220  1.594  0.436
H  0.540  0.418  2.060  0.603
H  1.454  -2.093  -0.387  0.443
H  0.272  -2.932  0.650  0.353
H  -1.491  -1.622  1.691  0.537
H  -2.355  4.889  1.202  0.385
H  0.922  -1.293  2.369  0.450
H  -6.238  -0.067  1.197  0.291
H  4.291  2.230  -0.094  0.279
H  8.365  0.845  -1.767  0.329
H  -6.432  -2.212  -0.983  0.346
H  -3.270  -0.006  -1.815  0.597
H  1.999  1.806  0.676  0.515
H  -6.717  0.240  -0.483  0.285
H  -1.509  0.002  -1.896  0.451
H  -0.203  -3.383  -1.718  0.443

As for the SMILES: CCOC(=O)[C@]1(Cc2ccccc2C)CCCN(Cc2ccc(NC(C)=O)cc2)C1. For the LUMO energy, the calculation gives 0.67 eV. The HOMO energy comes out at -0.310 Ha. The multiplicity is 1. The calculation puts the gap between HOMO and LUMO at 9.12 eV. The value obtained for the relative energy (zero: lowest compared OMol25 entry of this formula, charge and spin) is 21.5 kJ/mol.



Entry from the OMol25 dataset: a single C3H5NO2 molecule at a distorted geometry (ωB97M-V with the def2-TZVPD basis set).

Last column: Mulliken charge in e.
CARTESIAN COORDINATES (ANGSTROEM)
O  0.345  1.209  0.904  -0.534
O  -0.133  -0.752  -0.122  -0.371
N  -1.705  -2.033  0.898  -0.559
C  1.351  0.862  -1.177  -0.842
C  -1.152  -0.909  0.807  0.150
C  0.537  0.433  0.004  0.696
H  2.325  1.246  -0.873  0.298
H  -2.429  -1.979  1.613  0.277
H  1.458  0.175  -2.021  0.285
H  0.755  1.739  -1.389  0.263
H  -1.352  0.010  1.358  0.336

As for the SMILES: [H]/N=C/OC(C)=O. For the LUMO energy, the calculation gives 0.82 eV. The HOMO energy comes out at -0.387 Ha. The multiplicity is 1. The calculation puts the gap between HOMO and LUMO at 11.37 eV. The value obtained for the relative energy (zero: lowest compared OMol25 entry of this formula, charge and spin) is 91.7 kJ/mol.



Entry from the OMol25 dataset: a gas-phase ion, C8H14O4P (charge -1) at a distorted geometry (ωB97M-V with the def2-TZVPD basis set).

Last column: Mulliken charge in e.
CARTESIAN COORDINATES (ANGSTROEM)
P  -2.267  0.008  0.024  1.150
O  0.287  -3.082  0.714  -0.765
O  -0.811  0.012  -0.810  -0.459
O  -3.456  -0.763  -0.393  -0.833
O  -1.383  -1.561  1.056  -0.583
C  -0.244  -1.943  -2.028  -1.708
C  -2.586  1.740  -0.824  -1.221
C  1.965  -0.442  0.632  0.322
C  -0.013  -1.138  -0.766  1.509
C  3.298  -0.713  1.211  -1.295
C  -0.401  -2.045  0.473  0.715
C  1.502  -0.962  -0.490  -1.040
C  -2.118  0.732  1.802  -1.314
H  2.022  -1.361  -1.344  0.295
H  -1.258  -2.127  -2.226  0.423
H  -1.117  1.207  2.052  0.276
H  -2.859  1.470  1.940  0.460
H  -2.151  2.666  -0.449  0.342
H  0.310  -3.005  -1.816  0.318
H  3.244  -0.939  2.257  0.359
H  1.190  -0.045  1.266  0.170
H  -3.743  1.987  -0.737  0.302
H  3.985  0.115  0.912  0.280
H  3.794  -1.587  0.768  0.341
H  0.374  -1.660  -3.006  0.266
H  -2.430  1.493  -1.922  0.267
H  -2.202  -0.209  2.322  0.423

As for the SMILES: C/C=C/[C@]1(C)OP(C)(C)([O-])OC1=O. For the LUMO energy, the calculation gives 3.56 eV. The HOMO energy comes out at -0.190 Ha. The multiplicity is 1. The calculation puts the gap between HOMO and LUMO at 8.74 eV. The value obtained for the relative energy (zero: lowest compared OMol25 entry of this formula, charge and spin) is 19.8 kJ/mol. As for the total charge: -1.



Q: relative energy (zero: lowest compared OMol25 entry of this formula, charge and spin) of number 5 (C3H5NO2)?
A: 91.7 kJ/mol



Q: The lowest relative energy (zero: lowest compared OMol25 entry of this formula, charge and spin) belongs to which entry?
A: C8H14O4P